ORCA calculation (ωB97M-V/def2-TZVPD) on 4 unconnected molecules or ions with the total composition C26H36BrF3N2O2P at a distorted geometry.

The value obtained for the highest occupied orbital energy is -10.8 eV. Its charge is +1. As for the orbital gap: 7.2 eV. As for the max |F|: 0.093 hartree/bohr. For the energy, the calculation gives -122092.9555 eV.

Geometry (Å):
Br  -0.746  0.128  -6.348
P  -1.353  -1.616  -4.980
F  -2.194  3.026  -0.072
F  -0.414  -1.722  -0.494
F  -0.731  -3.560  6.741
O  0.403  -0.919  -3.291
O  -3.083  -1.748  -5.127
N  -2.116  0.237  -1.600
N  -0.917  -1.175  -3.270
C  0.555  -0.297  7.666
C  -0.482  -2.592  8.877
C  -1.205  -3.016  1.311
C  -1.603  0.184  -3.024
C  2.405  -1.816  -5.025
C  -2.497  5.363  -0.153
C  3.428  1.486  -4.082
C  0.870  -2.005  2.885
C  -0.292  -2.111  0.781
C  3.747  -0.931  -2.771
C  1.195  -2.001  -2.687
C  -3.307  6.456  -0.462
C  0.746  -1.604  1.555
C  3.236  0.623  -2.677
C  -0.081  -1.511  9.662
C  -4.592  6.247  -0.969
C  4.187  1.419  -1.554
C  -4.250  3.858  -0.875
C  -0.352  -2.520  7.495
C  -2.975  4.075  -0.365
C  -1.074  -3.426  2.637
C  -0.039  -2.919  3.424
C  2.668  -1.984  -3.415
C  0.434  -0.364  9.056
C  0.165  -1.383  6.882
C  -5.065  4.950  -1.173
H  -2.009  -3.394  0.688
H  -2.940  7.467  -0.308
H  -4.598  2.843  -1.035
H  -6.067  4.789  -1.564
H  -2.159  1.228  -1.230
H  4.731  -0.960  -3.441
H  0.061  -3.235  4.460
H  -0.171  -1.563  10.744
H  -1.499  5.506  0.249
H  0.742  0.481  9.667
H  0.259  -1.353  5.801
H  4.500  2.002  -3.983
H  -1.212  -1.905  -2.578
H  1.448  -0.901  1.118
H  3.752  2.530  -1.507
H  -0.760  1.025  -3.100
H  3.137  -3.071  -3.265
H  1.674  -1.608  3.501
H  -2.397  0.450  -3.846
H  4.028  0.970  -0.481
H  -1.478  -0.347  -0.997
H  -1.778  -4.141  3.058
H  4.015  -1.278  -1.662
H  -0.893  -3.488  9.331
H  -5.226  7.099  -1.206
H  3.376  -2.088  -5.651
H  -3.268  -1.588  -6.104
H  2.599  2.316  -4.108
H  1.568  -2.593  -5.369
H  0.953  0.598  7.196
H  2.135  0.766  -2.303
H  2.018  -0.763  -5.360
H  0.648  -3.057  -2.793
H  5.300  1.452  -1.913
H  3.482  0.821  -5.043
H  1.360  -1.841  -1.523

ORCA calculation (ωB97M-V/def2-TZVPD) on 19 unconnected molecules or ions with the total composition C28H42Cl54NO2P at a distorted geometry.

The value obtained for the highest occupied orbital energy is -7.2 eV. As for the orbital gap: 7.5 eV. As for the max |F|: 0.035 hartree/bohr. For the energy, the calculation gives -720797.3075 eV.

Geometry (Å):
Cl  -2.153  -0.103  -7.430
Cl  4.352  8.867  9.726
Cl  -10.202  -5.625  -13.532
Cl  -8.172  -2.201  -12.066
Cl  6.326  2.319  2.439
Cl  -7.301  -4.951  -11.714
Cl  -5.543  -2.760  -10.960
Cl  -8.391  1.557  -0.998
Cl  8.378  2.695  -1.660
Cl  5.229  4.912  3.157
Cl  0.633  -0.461  8.309
Cl  4.474  10.128  1.343
Cl  13.320  0.956  -4.043
Cl  6.435  8.854  3.071
Cl  5.119  1.266  8.107
Cl  -1.290  0.630  10.669
Cl  -1.431  -2.913  -7.486
Cl  -0.173  3.217  9.777
Cl  -0.736  -0.456  -1.836
Cl  3.924  7.513  2.489
Cl  10.228  3.766  0.327
Cl  -7.740  -10.817  -10.472
Cl  -10.439  -2.349  -5.745
Cl  -8.361  -7.981  -10.310
Cl  6.089  3.073  5.238
Cl  -1.926  -0.227  6.950
Cl  -5.987  -9.010  -9.012
Cl  -5.065  4.552  -4.972
Cl  8.125  -0.845  2.612
Cl  0.252  -1.007  -6.073
Cl  -3.510  0.335  -1.441
Cl  -2.777  -1.275  -3.739
Cl  -2.902  2.479  9.097
Cl  11.409  1.939  -2.081
Cl  -10.021  -7.391  -15.836
Cl  -2.850  -5.502  -8.034
Cl  -8.809  -2.775  -8.112
Cl  3.354  6.420  8.517
Cl  -3.028  3.131  -3.457
Cl  10.467  0.622  -4.493
Cl  4.237  1.391  10.863
Cl  -4.558  -4.626  -5.852
Cl  -8.034  -0.771  -6.154
Cl  10.069  1.289  2.249
Cl  -1.037  -2.812  7.927
Cl  3.206  3.306  8.934
Cl  7.416  4.444  0.449
Cl  3.567  6.629  11.407
Cl  -5.574  1.855  -4.008
Cl  -9.177  -8.322  -13.214
Cl  -5.738  -5.664  -8.294
Cl  -7.108  -0.992  -0.444
Cl  -7.968  -0.353  -3.148
Cl  9.812  -0.023  4.832
P  0.921  -1.972  2.490
O  -0.558  0.269  1.627
O  1.325  1.534  3.250
N  2.015  3.296  5.790
C  -8.317  -0.156  -1.426
C  -2.248  -0.005  -2.631
C  -7.219  -3.307  -11.070
C  2.288  -0.392  0.448
C  4.274  7.107  9.860
C  -1.025  -1.067  8.215
C  -10.314  -7.297  -14.095
C  -9.390  -1.583  -6.943
C  5.175  8.590  1.860
C  11.749  0.685  -3.277
C  0.614  0.454  3.833
C  2.522  1.958  5.411
C  -1.620  2.338  10.302
C  0.583  -4.759  2.542
C  -1.918  -0.011  1.322
C  3.763  1.645  9.180
C  0.553  3.259  6.015
C  -4.354  2.974  -4.618
C  6.390  3.653  3.595
C  2.579  1.745  3.876
C  -0.813  -1.258  -7.460
C  -4.373  -5.777  -7.180
C  2.385  -1.652  1.372
C  9.715  -0.232  3.079
C  -7.071  -9.184  -10.395
C  -0.127  -0.444  2.789
C  8.770  4.074  -0.624
C  -0.094  -3.451  1.957
H  1.302  -4.419  3.315
H  2.014  1.142  5.967
H  -9.969  -0.838  -7.475
H  -1.500  -0.868  9.176
H  2.570  -2.525  0.708
H  -2.264  0.745  0.574
H  -4.354  -6.778  -6.763
H  -0.241  -1.090  -8.365
H  -1.053  -0.807  3.296
H  11.781  -0.271  -2.768
H  -1.966  2.807  11.216
H  -7.640  -3.313  -10.071
H  2.980  2.687  3.448
H  0.298  2.382  6.647
H  7.386  4.083  3.562
H  -1.109  -3.381  2.392
H  0.050  3.146  5.036
H  -0.158  0.887  4.510
H  5.628  8.116  0.997
H  3.283  -0.207  -0.001
H  -0.201  -3.582  0.862
H  10.460  -0.962  2.783
H  -2.597  0.086  2.195
H  2.428  3.482  6.710
H  2.943  0.979  8.955
H  1.516  -0.502  -0.336
H  1.999  0.508  1.031
H  1.254  -0.205  4.453
H  5.284  6.717  9.813
H  -2.073  0.892  -3.206
H  1.159  -5.312  1.781
H  8.951  4.935  -1.258
H  3.335  0.960  3.658
H  0.257  4.215  6.485
H  -3.951  2.569  -5.539
H  -0.154  -5.407  3.047
H  3.571  1.945  5.759
H  -9.285  -0.599  -1.224
H  -6.498  -9.007  -11.299
H  -11.318  -7.655  -13.900
H  -1.987  -1.011  0.842
H  3.273  -1.513  2.022

ORCA calculation (ωB97M-V/def2-TZVPD) on a molecular structure, C25H41N2O2PtSi4Te.

The value obtained for the highest occupied orbital energy is -3.8 eV. Its charge is -1. As for the orbital gap: 6.1 eV. The energy relative to the best compared isomer or geometry (same formula, charge and spin) is 0.0 kJ/mol. As for the max |F|: 0.014 hartree/bohr. For the energy, the calculation gives -75722.0230 eV.

Geometry (Å):
Pt  0.876  -0.214  -0.152
Te  2.530  1.704  0.421
Si  6.249  2.111  0.163
Si  4.662  0.391  0.293
Si  4.700  -0.830  -1.707
Si  5.039  -0.923  2.200
O  -0.939  2.158  0.061
O  1.149  -1.088  1.672
N  0.361  0.425  -1.999
N  -0.398  -1.734  -0.674
C  0.156  1.565  -2.583
C  8.046  1.524  0.103
C  -0.986  -2.253  1.612
C  0.189  3.951  -2.904
C  -1.961  -2.912  2.384
C  0.037  5.247  -2.503
C  5.946  3.130  -1.392
C  -1.845  -3.072  3.740
C  3.968  0.224  -3.082
C  0.172  -1.710  2.250
C  -0.398  5.488  -1.174
C  4.137  -2.570  2.141
C  -0.040  2.855  -2.037
C  0.275  -1.914  3.653
C  0.243  -0.787  -2.807
C  3.713  -2.430  -1.583
C  6.875  -1.308  2.438
C  6.461  -1.311  -2.205
C  -0.703  -1.759  -2.105
C  -0.694  4.470  -0.321
C  4.432  0.034  3.700
C  6.072  3.238  1.661
C  -0.575  3.073  -0.700
C  -1.201  -2.233  0.186
C  -0.697  -2.561  4.369
H  -1.751  -1.498  -2.276
H  3.634  -2.909  -2.565
H  4.546  -3.221  1.366
H  -0.506  6.513  -0.833
H  7.280  -1.859  1.585
H  1.154  -1.508  4.138
H  -0.126  -0.567  -3.813
H  5.039  3.576  1.768
H  0.525  3.736  -3.915
H  0.244  6.069  -3.175
H  4.241  -3.085  3.101
H  7.465  -0.397  2.557
H  -2.103  -2.741  -0.169
H  4.904  1.016  3.773
H  7.096  -0.430  -2.321
H  0.112  1.515  -3.677
H  2.710  -2.231  -1.202
H  6.246  2.576  -2.285
H  2.944  0.500  -2.821
H  6.715  4.118  1.563
H  6.458  -1.850  -3.157
H  -0.522  -2.764  -2.501
H  4.193  -3.136  -0.903
H  3.077  -2.411  1.940
H  4.528  1.153  -3.211
H  8.322  0.973  1.004
H  6.523  4.060  -1.365
H  -2.614  -3.576  4.309
H  3.355  0.195  3.611
H  6.919  -1.959  -1.453
H  4.635  -0.517  4.623
H  1.226  -1.257  -2.889
H  -2.832  -3.307  1.870
H  3.968  -0.316  -4.034
H  -0.577  -2.671  5.441
H  -1.035  4.661  0.689
H  8.717  2.384  0.017
H  7.017  -1.920  3.334
H  6.351  2.716  2.579
H  8.225  0.872  -0.754
H  4.887  3.380  -1.484

ORCA calculation (ωB97M-V/def2-TZVPD) on 12 unconnected molecules or ions with the total composition C5H32NO11 at a distorted geometry.

The value obtained for the highest occupied orbital energy is -12.7 eV. Its charge is +1. As for the orbital gap: 9.4 eV. The energy relative to the best compared isomer or geometry (same formula, charge and spin) is 432.3 kJ/mol. As for the max |F|: 0.135 hartree/bohr. For the energy, the calculation gives -29708.8687 eV.

Geometry (Å):
O  2.618  0.181  0.192
O  -2.164  3.439  -0.762
O  -0.368  -0.701  -4.643
O  1.836  -1.551  2.343
O  -0.553  2.061  1.526
O  0.427  -1.753  4.596
O  1.244  3.255  -2.175
O  1.138  -3.369  0.039
O  1.619  2.782  0.240
O  -1.228  0.225  3.554
O  1.951  -1.690  -1.722
N  -0.652  0.393  -2.242
C  -2.313  -1.580  0.612
C  -0.765  1.576  -2.801
C  -1.577  0.064  -1.134
C  -1.659  -2.732  1.320
C  -1.460  -1.151  -0.531
H  -2.616  4.262  -0.583
H  -2.171  0.355  3.345
H  -0.287  2.447  2.348
H  1.212  -1.623  3.101
H  2.729  -1.566  2.694
H  -2.405  -0.796  1.441
H  -0.120  -0.478  -2.431
H  2.511  -2.145  -2.285
H  -0.754  0.498  2.813
H  0.306  -3.044  0.353
H  2.393  -0.160  -0.621
H  1.024  -1.394  5.309
H  1.459  -2.275  -1.208
H  0.146  2.341  0.906
H  -1.469  2.328  -2.337
H  -2.396  0.820  -0.927
H  2.299  3.193  0.608
H  -3.255  -2.110  0.045
H  -1.034  -0.663  -5.384
H  1.872  1.766  0.158
H  -0.689  -2.453  1.889
H  -1.630  -3.672  0.794
H  2.326  -0.440  0.901
H  0.557  -0.877  -4.956
H  -0.534  -1.407  4.885
H  -2.299  -3.238  2.085
H  -1.513  3.339  -0.026
H  -0.677  -1.796  -0.845
H  -0.166  1.859  -3.672
H  1.283  3.277  -1.212
H  1.100  4.029  -2.621
H  1.858  -3.227  0.822

ORCA calculation (ωB97M-V/def2-TZVPD) on a single C4H6ClF2N molecule at a distorted geometry.

The value obtained for the highest occupied orbital energy is -10.1 eV. As for the orbital gap: 10.9 eV. The energy relative to the best compared isomer or geometry (same formula, charge and spin) is 55.3 kJ/mol. As for the max |F|: 0.067 hartree/bohr. For the energy, the calculation gives -23691.7951 eV.

Geometry (Å):
Cl  2.939  0.157  -0.260
F  -0.117  2.080  -0.884
F  0.786  1.899  0.993
N  -1.665  -0.383  -0.540
C  1.178  0.035  -0.484
C  0.492  -0.947  0.407
C  0.318  1.141  -0.022
C  -0.693  0.042  0.493
H  0.336  -1.872  -0.188
H  0.987  -0.079  -1.560
H  1.133  -1.240  1.340
H  -2.019  -1.359  -0.103
H  -2.479  0.268  -0.633
H  -1.196  0.259  1.441

What did the first record say?
ORCA calculation (ωB97M-V/def2-TZVPD) on 4 unconnected molecules or ions with the total composition C26H36BrF3N2O2P at a distorted geometry.

The value obtained for the highest occupied orbital energy is -10.8 eV. Its charge is +1. As for the orbital gap: 7.2 eV. As for the max |F|: 0.093 hartree/bohr. For the energy, the calculation gives -122092.9555 eV.

Geometry (Å):
Br  -0.746  0.128  -6.348
P  -1.353  -1.616  -4.980
F  -2.194  3.026  -0.072
F  -0.414  -1.722  -0.494
F  -0.731  -3.560  6.741
O  0.403  -0.919  -3.291
O  -3.083  -1.748  -5.127
N  -2.116  0.237  -1.600
N  -0.917  -1.175  -3.270
C  0.555  -0.297  7.666
C  -0.482  -2.592  8.877
C  -1.205  -3.016  1.311
C  -1.603  0.184  -3.024
C  2.405  -1.816  -5.025
C  -2.497  5.363  -0.153
C  3.428  1.486  -4.082
C  0.870  -2.005  2.885
C  -0.292  -2.111  0.781
C  3.747  -0.931  -2.771
C  1.195  -2.001  -2.687
C  -3.307  6.456  -0.462
C  0.746  -1.604  1.555
C  3.236  0.623  -2.677
C  -0.081  -1.511  9.662
C  -4.592  6.247  -0.969
C  4.187  1.419  -1.554
C  -4.250  3.858  -0.875
C  -0.352  -2.520  7.495
C  -2.975  4.075  -0.365
C  -1.074  -3.426  2.637
C  -0.039  -2.919  3.424
C  2.668  -1.984  -3.415
C  0.434  -0.364  9.056
C  0.165  -1.383  6.882
C  -5.065  4.950  -1.173
H  -2.009  -3.394  0.688
H  -2.940  7.467  -0.308
H  -4.598  2.843  -1.035
H  -6.067  4.789  -1.564
H  -2.159  1.228  -1.230
H  4.731  -0.960  -3.441
H  0.061  -3.235  4.460
H  -0.171  -1.563  10.744
H  -1.499  5.506  0.249
H  0.742  0.481  9.667
H  0.259  -1.353  5.801
H  4.500  2.002  -3.983
H  -1.212  -1.905  -2.578
H  1.448  -0.901  1.118
H  3.752  2.530  -1.507
H  -0.760  1.025  -3.100
H  3.137  -3.071  -3.265
H  1.674  -1.608  3.501
H  -2.397  0.450  -3.846
H  4.028  0.970  -0.481
H  -1.478  -0.347  -0.997
H  -1.778  -4.141  3.058
H  4.015  -1.278  -1.662
H  -0.893  -3.488  9.331
H  -5.226  7.099  -1.206
H  3.376  -2.088  -5.651
H  -3.268  -1.588  -6.104
H  2.599  2.316  -4.108
H  1.568  -2.593  -5.369
H  0.953  0.598  7.196
H  2.135  0.766  -2.303
H  2.018  -0.763  -5.360
H  0.648  -3.057  -2.793
H  5.300  1.452  -1.913
H  3.482  0.821  -5.043
H  1.360  -1.841  -1.523

Repeat the fourth record exactly.
ORCA calculation (ωB97M-V/def2-TZVPD) on 12 unconnected molecules or ions with the total composition C5H32NO11 at a distorted geometry.

The value obtained for the highest occupied orbital energy is -12.7 eV. Its charge is +1. As for the orbital gap: 9.4 eV. The energy relative to the best compared isomer or geometry (same formula, charge and spin) is 432.3 kJ/mol. As for the max |F|: 0.135 hartree/bohr. For the energy, the calculation gives -29708.8687 eV.

Geometry (Å):
O  2.618  0.181  0.192
O  -2.164  3.439  -0.762
O  -0.368  -0.701  -4.643
O  1.836  -1.551  2.343
O  -0.553  2.061  1.526
O  0.427  -1.753  4.596
O  1.244  3.255  -2.175
O  1.138  -3.369  0.039
O  1.619  2.782  0.240
O  -1.228  0.225  3.554
O  1.951  -1.690  -1.722
N  -0.652  0.393  -2.242
C  -2.313  -1.580  0.612
C  -0.765  1.576  -2.801
C  -1.577  0.064  -1.134
C  -1.659  -2.732  1.320
C  -1.460  -1.151  -0.531
H  -2.616  4.262  -0.583
H  -2.171  0.355  3.345
H  -0.287  2.447  2.348
H  1.212  -1.623  3.101
H  2.729  -1.566  2.694
H  -2.405  -0.796  1.441
H  -0.120  -0.478  -2.431
H  2.511  -2.145  -2.285
H  -0.754  0.498  2.813
H  0.306  -3.044  0.353
H  2.393  -0.160  -0.621
H  1.024  -1.394  5.309
H  1.459  -2.275  -1.208
H  0.146  2.341  0.906
H  -1.469  2.328  -2.337
H  -2.396  0.820  -0.927
H  2.299  3.193  0.608
H  -3.255  -2.110  0.045
H  -1.034  -0.663  -5.384
H  1.872  1.766  0.158
H  -0.689  -2.453  1.889
H  -1.630  -3.672  0.794
H  2.326  -0.440  0.901
H  0.557  -0.877  -4.956
H  -0.534  -1.407  4.885
H  -2.299  -3.238  2.085
H  -1.513  3.339  -0.026
H  -0.677  -1.796  -0.845
H  -0.166  1.859  -3.672
H  1.283  3.277  -1.212
H  1.100  4.029  -2.621
H  1.858  -3.227  0.822

Question: Number 1 is which compound?
Answer: C26H36BrF3N2O2P

Question: What is the orbital gap in the fourth record?
Answer: 9.4 eV